The following is a DFT calculation (the ωB97M-V functional and the def2-TZVPD basis) of a 15-piece molecular cluster, C69H82F8O7 overall.

Properties
HOMO-LUMO gap, Eh: 0.338
Energy, eV: -108950.95873
Spin multiplicity: 1

XYZ file:
```
166
C69H82F8O7 | the Open Molecules 2025 dataset | the ωB97M-V functional and the def2-TZVPD basis
F 0.97238 -3.06618 -6.31173
C 1.10741 -1.75515 -6.11055
C 1.70871 -1.29015 -4.98457
C 1.64279 0.06560 -4.63322
C 1.04434 0.92939 -5.57480
C 0.54854 0.44781 -6.79169
C 0.54593 -0.93603 -7.08832
H 2.18288 -2.03653 -4.36452
H 2.09566 0.33575 -3.69072
H 1.00411 2.00225 -5.45750
H 0.18898 1.12398 -7.55321
H 0.11324 -1.39761 -7.96361
F 1.34145 4.33478 5.29940
C 1.64901 5.44393 4.57101
C 2.58604 5.29534 3.57378
C 2.85735 6.40209 2.76218
C 2.13563 7.57716 2.89964
C 1.20679 7.69111 3.92340
C 0.86832 6.56727 4.70586
H 3.10572 4.35337 3.47885
H 3.60428 6.34385 1.98430
H 2.25605 8.44702 2.27096
H 0.68299 8.63510 3.95358
H 0.11098 6.58740 5.47554
F -5.77659 7.89258 4.02820
C -5.63393 6.56185 4.31272
C -6.68115 5.93468 4.95811
C -6.54172 4.55655 5.31551
C -5.47495 3.82612 4.84061
C -4.44627 4.48045 4.23133
C -4.50922 5.81485 3.92507
H -7.54112 6.48864 5.30448
H -7.33289 4.10175 5.89310
H -5.40006 2.75520 4.95858
H -3.64000 3.88269 3.83258
H -3.65646 6.24107 3.41761
F 4.42354 2.05520 8.04144
C 4.09745 0.89605 7.40932
C 4.55764 0.62638 6.11708
C 4.20730 -0.55552 5.45741
C 3.42605 -1.46856 6.14845
C 2.99068 -1.22759 7.45472
C 3.23106 -0.01314 8.08429
H 5.20575 1.36902 5.67568
H 4.58393 -0.91893 4.51269
H 3.28548 -2.40747 5.63360
H 2.45246 -2.00620 7.97481
H 2.84811 0.21628 9.06770
F 0.47350 -3.23248 -0.56974
C 0.30341 -1.95018 -0.18181
C 1.38464 -1.35693 0.47592
C 1.32593 -0.06177 0.97680
C 0.07560 0.60885 0.92587
C -1.05211 -0.00149 0.38292
C -0.88362 -1.24863 -0.28479
H 2.30045 -1.91358 0.60952
H 2.12721 0.46214 1.47669
H -0.05467 1.60575 1.32038
H -2.01519 0.48503 0.33635
H -1.74436 -1.75844 -0.69173
F 10.92979 -4.23031 -1.39131
C 9.82198 -3.80622 -1.96800
C 8.80872 -3.20861 -1.17859
C 7.64414 -2.79532 -1.82993
C 7.56903 -2.96304 -3.22253
C 8.64466 -3.38298 -4.00079
C 9.73969 -3.88071 -3.35947
H 8.91623 -3.14802 -0.10567
H 6.79499 -2.49542 -1.23379
H 6.61765 -2.77241 -3.69681
H 8.63221 -3.33414 -5.07962
H 10.61099 -4.23639 -3.88930
F 5.60632 4.70353 -4.24640
C 4.62258 5.45236 -3.71939
C 3.91394 4.91294 -2.66453
C 2.87797 5.66535 -2.15117
C 2.56643 6.94758 -2.63959
C 3.41187 7.47609 -3.63780
C 4.41667 6.71227 -4.20795
H 4.07270 3.91824 -2.27498
H 2.15790 5.23116 -1.47340
H 1.84021 7.59060 -2.16465
H 3.31972 8.52731 -3.86768
H 5.07099 7.01282 -5.01289
F -5.45867 -4.01019 -0.60814
C -6.58197 -3.93592 0.11735
C -6.78161 -2.89264 0.97420
C -7.86910 -2.79834 1.85191
C -8.80837 -3.84375 1.88700
C -8.66662 -4.89869 0.99696
C -7.55592 -4.93060 0.11465
H -6.10413 -2.05549 1.05538
H -7.91825 -1.91825 2.47596
H -9.63501 -3.90057 2.57971
H -9.36847 -5.71858 1.03672
H -7.35956 -5.81936 -0.46668
C -0.90519 -6.57091 3.24288
C -1.15010 -7.39150 4.51820
O -1.48588 -6.86899 5.53268
C -1.15540 -8.94127 4.36299
H -0.19081 -5.74874 3.20027
H -1.84565 -6.12216 2.92307
H -0.50923 -7.26328 2.49996
H -1.29814 -9.39972 5.34153
H -0.22723 -9.31265 3.92861
H -1.97747 -9.31026 3.74968
C -2.07908 -6.29375 -3.90703
C -3.06452 -6.96452 -4.82248
O -2.72690 -7.59878 -5.79530
C -4.56756 -6.86451 -4.40715
H -2.19061 -5.22521 -3.72304
H -1.11161 -6.51234 -4.35906
H -2.03204 -6.75556 -2.92081
H -5.25367 -7.19101 -5.18866
H -4.88953 -5.84605 -4.18992
H -4.60114 -7.47262 -3.50315
C -4.26310 -0.94255 -5.22330
C -5.25648 -0.20649 -4.32056
O -5.00606 0.25329 -3.23017
C -6.62175 -0.06349 -4.90693
H -4.11021 -0.31116 -6.09856
H -4.52529 -1.95633 -5.52599
H -3.34185 -1.01333 -4.64505
H -6.54846 0.44449 -5.86854
H -7.16030 0.67758 -4.31628
H -7.17152 -1.00117 -4.98834
C 8.67046 1.93957 -0.34615
C 7.93520 1.70977 0.99062
O 6.77068 2.12004 1.06026
C 8.58500 0.91602 2.04029
H 8.92643 1.09540 -0.98643
H 9.48160 2.65776 -0.22635
H 7.91709 2.39200 -0.99102
H 9.61845 1.23289 2.18055
H 8.63693 -0.12877 1.73398
H 7.95746 0.85196 2.92921
C 4.49998 -7.28260 1.69698
C 5.55546 -6.36275 2.34965
O 5.42872 -5.12434 2.28720
C 6.76482 -7.09490 3.02296
H 4.94784 -8.17908 1.26821
H 3.96646 -6.75533 0.90613
H 3.75256 -7.67007 2.38930
H 6.40519 -7.65848 3.88385
H 7.56052 -6.37860 3.22757
H 7.26725 -7.76156 2.32207
C -7.41919 2.87745 0.12730
C -8.22864 4.05524 -0.39850
O -8.98255 3.82618 -1.34266
C -8.17576 5.40677 0.19907
H -7.71468 2.01379 -0.46843
H -7.64322 2.78802 1.19028
H -6.35417 3.04985 -0.02802
H -8.58658 6.12257 -0.51294
H -7.10886 5.60031 0.31028
H -8.67087 5.50470 1.16519
C -4.54520 6.13849 -4.16442
C -3.71728 5.34824 -3.23233
O -3.78160 5.50159 -2.02391
C -2.92272 4.18660 -3.73536
H -4.23691 6.08668 -5.20862
H -4.46851 7.18751 -3.87845
H -5.60044 5.86592 -4.18028
H -2.88794 3.32757 -3.06532
H -1.91107 4.53011 -3.95144
H -3.40028 3.82042 -4.64416
```